The following is a quantum chemistry calculation of 10 unconnected molecules or ions with the total composition C39H105N13O14 at a distorted geometry, from the OMol25 dataset.

ORCA input file:
```
! wB97M-V def2-TZVPD RIJCOSX def2/J DEFGRID3
* xyz 0 1
C 4.64030 1.09312 -3.69476
O 4.48742 1.81705 -2.50103
C 4.68311 1.03243 -1.35418
C 4.88109 1.92033 -0.09274
C 3.64684 2.11317 0.72156
N 5.52932 3.19930 -0.42404
H 5.63114 0.62809 -3.77554
H 4.60937 1.80991 -4.51443
H 3.92425 0.28932 -3.88896
H 3.83717 0.37068 -1.12584
H 5.58031 0.40976 -1.47685
H 5.61835 1.47642 0.58775
H 3.84871 2.56123 1.69501
H 3.15151 1.15644 0.89334
H 2.94433 2.79405 0.22503
H 4.83743 3.80443 -0.85505
H 6.18830 3.02136 -1.17587
C -0.12852 -3.30343 -6.17727
O -0.99720 -2.33704 -5.59784
C -2.33870 -2.46423 -6.04078
C -3.37788 -1.71829 -5.18360
C -4.07953 -2.56465 -4.11967
N -4.43795 -1.03631 -5.98211
H 0.88630 -2.91235 -6.21328
H -0.47285 -3.64004 -7.15486
H -0.09826 -4.14064 -5.47230
H -2.28317 -1.96432 -7.01913
H -2.73318 -3.46702 -6.24305
H -2.80739 -0.90681 -4.72033
H -4.81772 -3.27169 -4.49609
H -4.64451 -1.91301 -3.44993
H -3.34085 -3.06854 -3.48901
H -4.21550 -1.23299 -6.95618
H -4.26809 -0.04165 -5.88356
C 0.48383 0.94030 -2.40937
O 0.73621 0.00904 -1.37359
C 1.02248 -1.32915 -1.74582
C 0.42744 -2.30593 -0.70935
C -1.06901 -2.37806 -0.75531
N 0.84546 -2.01842 0.68964
H -0.47480 0.67912 -2.86386
H 1.38156 1.08587 -3.01455
H 0.30266 1.90908 -1.93696
H 0.65203 -1.49295 -2.76528
H 2.11957 -1.34318 -1.81665
H 0.87759 -3.26606 -0.99970
H -1.41644 -3.25114 -0.19561
H -1.39063 -2.76822 -1.73762
H -1.68535 -1.49519 -0.61278
H 0.81870 -2.92697 1.13338
H 1.76578 -1.63278 0.49325
C 0.85941 4.71914 -3.58373
O 0.72807 6.09499 -3.29687
C 1.76417 6.64882 -2.47802
C 3.16109 6.04529 -2.75054
N 4.35274 6.51325 -2.02008
C 4.22960 6.44689 -0.57634
C 5.49231 7.06146 0.07299
O 5.40767 8.45021 0.20269
C 6.43031 8.97900 1.00749
H 1.07431 4.10468 -2.70303
H 1.68443 4.47260 -4.26400
H -0.05705 4.47793 -4.12088
H 1.40759 6.69490 -1.44474
H 1.82422 7.70222 -2.76910
H 3.38105 6.14619 -3.81368
H 3.22371 4.97176 -2.54284
H 4.49312 7.48111 -2.30010
H 4.03164 5.41612 -0.29148
H 3.38342 7.07270 -0.25692
H 6.33749 6.75538 -0.55437
H 5.61116 6.51869 1.01758
H 7.35574 9.10807 0.44124
H 6.67944 8.33921 1.86413
H 6.11910 9.89630 1.50598
C 2.20379 -1.18388 8.25317
O 1.70543 -2.27760 7.46648
C 1.00504 -1.87598 6.30097
C 0.33770 -3.12597 5.74047
N -0.12217 -2.98200 4.33952
C -1.02190 -4.09952 4.01937
C -1.74694 -3.87260 2.70294
O -2.84177 -3.00816 2.90265
C -2.90728 -1.85635 2.07207
H 2.55374 -1.51581 9.21959
H 1.36964 -0.47427 8.21162
H 2.95302 -0.63574 7.66954
H 1.77644 -1.55658 5.58835
H 0.31486 -1.03884 6.43330
H -0.54838 -3.34778 6.33602
H 1.09354 -3.91915 5.75852
H 0.77556 -2.99202 3.87109
H -1.67424 -4.29952 4.86545
H -0.41082 -5.00553 3.88470
H -2.02671 -4.90242 2.42933
H -1.09959 -3.56148 1.88582
H -3.56921 -1.18018 2.61512
H -3.33944 -2.08746 1.09661
H -1.94137 -1.35216 2.04024
C -3.59006 0.87657 -1.51292
O -3.26670 0.98491 -0.13987
C -3.12212 2.27986 0.41937
C -2.01270 3.18290 -0.14062
N -2.06348 4.55916 0.34134
C -1.82548 4.67724 1.79177
C -0.33358 4.76973 2.15244
O 0.16789 6.07760 1.93719
C 1.56109 6.11029 1.68481
H -4.39961 1.57579 -1.73937
H -3.88405 -0.13499 -1.79415
H -2.63723 1.05989 -2.02385
H -2.83461 2.03834 1.44285
H -4.07845 2.80704 0.48882
H -2.09754 3.21811 -1.23056
H -1.08026 2.64320 0.08589
H -1.28561 5.02351 -0.11691
H -2.20220 3.82885 2.36116
H -2.35760 5.57373 2.11198
H 0.17251 4.04552 1.50135
H -0.10878 4.49672 3.18587
H 1.78926 5.84688 0.64532
H 2.15520 5.43805 2.30648
H 1.87758 7.14348 1.81004
C -9.00794 -2.53613 -0.83708
O -7.79605 -3.08414 -0.35111
C -6.84710 -2.12788 0.11686
C -6.63093 -2.23514 1.63644
N -6.60074 -3.65132 2.07139
C -5.39871 -4.35361 1.64649
C -5.84501 -5.69616 1.02387
O -4.78931 -6.49383 0.46994
C -4.03529 -5.76913 -0.48864
H -8.89498 -1.74991 -1.58631
H -9.46213 -1.98476 0.00157
H -9.69513 -3.34443 -1.06147
H -7.31623 -1.15464 -0.07449
H -5.91069 -2.09811 -0.44505
H -7.55526 -1.84058 2.06177
H -5.72949 -1.66141 1.83707
H -7.36714 -4.02542 1.52054
H -4.78189 -4.72990 2.46788
H -4.69525 -3.78705 1.03542
H -6.72013 -5.64788 0.36529
H -6.20967 -6.33955 1.82827
H -4.73720 -5.24272 -1.14809
H -3.42128 -6.37474 -1.15334
H -3.41692 -5.02657 0.02166
N 6.01618 -2.49689 -0.03595
C 4.73651 -2.41895 -0.47878
N 4.51186 -3.04478 -1.66860
O 3.80613 -2.09474 0.27051
H 6.07536 -2.15866 0.91090
H 6.73642 -2.81040 -0.65322
H 5.27755 -3.46610 -2.15828
H 3.57415 -3.14178 -2.00863
N 1.63800 -6.60457 2.07671
C 1.96775 -5.28545 1.95632
N 2.42170 -4.91606 0.72675
O 1.95756 -4.50329 2.90231
H 1.56820 -7.12181 1.22036
H 1.33843 -7.02227 2.93526
H 2.37837 -5.50852 -0.07824
H 2.71126 -3.94633 0.66360
N 2.24080 -0.09484 2.98578
C 1.36314 0.91515 2.77912
N 0.28097 0.57866 2.03474
O 1.61078 2.03159 3.26505
H 2.06444 -0.99075 2.57108
H 3.10816 0.15394 3.41931
H -0.36663 1.25750 1.68536
H 0.20931 -0.37349 1.67870
*
```

* Kohn-Sham gap: 0.2870 Ha
* E: -3313.8725 hartree
* E_HOMO: -8.111 eV
* lowest unoccupied orbital energy: -0.3 eV